Record 1
Here is a structure of composition C25H30N7O3S2V from OMol25. Energies are from wB97M-V/def2-TZVPD.

Orbital gap (spin up / spin down) = 6.3429 / 6.3406 eV
Multiplicity = 1
Total energy = -90304.8184 eV
Charge = +4
Energy relative to the best compared isomer or geometry (same formula, charge and spin) = 0.0 kJ/mol

```
68
C25H30N7O3S2V (wB97M-V/def2-TZVPD)
H 1.6077 2.9639 -3.8971
H 3.8477 -2.1951 2.8153
C -1.4350 0.3445 -2.9201
C 1.5209 0.3229 -3.0434
N 1.5584 2.7921 -2.8853
H -2.5788 -4.8983 -2.1163
H -1.1884 2.5120 -2.7675
O -1.9001 -0.0747 4.0115
O 1.9805 2.4105 0.1421
C -2.2963 3.7988 2.0557
N -1.5280 -0.9037 1.8775
N -1.8281 0.0659 -1.4660
C -2.4621 -4.4022 -1.1620
H -0.5937 1.7723 -4.2203
H -1.8041 4.6464 0.1398
C 1.7382 -0.7386 1.5176
C 3.9222 -1.1152 2.7891
C 5.0979 0.9250 3.3459
H 1.7235 0.4204 -4.1149
H 2.5215 2.7204 -2.5383
O 0.8551 2.4728 2.3512
H -2.5054 -0.6999 -1.5161
H -0.5178 -0.6097 -4.5763
C -2.2937 2.6203 2.7950
H 0.7290 1.5509 -1.4639
H 5.7780 -1.0393 3.8621
C -1.3890 2.5525 0.2237
C -2.7646 -4.2876 1.2005
H -3.4215 -5.9447 0.0014
S 1.6771 1.8065 1.4060
S 0.9737 -2.2196 1.2708
H -2.6261 2.5791 3.8251
H 5.9439 1.4066 3.8202
C -1.8545 1.4741 2.1774
C -1.7844 0.1806 2.8663
H -2.4031 0.8460 -1.1501
H -2.6486 4.7257 2.4908
C -2.9312 -4.9796 0.0153
C 2.9490 -0.3331 2.1751
H 1.1610 3.6299 -2.4499
N -1.6689 -2.4865 0.0453
H -1.0031 2.5075 -0.7800
H -2.8367 -2.1179 2.9935
C 0.7086 -0.9600 -2.8707
C -1.8290 3.7554 0.7527
H -2.3812 0.4538 -3.4543
H -1.1528 -2.6165 3.0399
H 4.2031 2.8040 2.7376
H 1.5529 -1.3105 -1.0298
H 2.4941 0.2401 -2.5513
C -0.6442 1.6400 -3.1347
N 0.9688 0.2387 1.0124
C -2.1404 -3.0551 1.1789
H -3.1245 -4.6886 2.1397
N -1.4203 1.3998 0.9075
H -1.2317 -1.7380 -3.4973
N 0.6113 -1.3664 -1.4163
C -1.9353 -2.2178 2.3835
C 0.7604 1.5442 -2.5524
H 1.2550 -1.7639 -3.3678
H 0.4273 -2.3674 -1.3947
C -1.8393 -3.1797 -1.1078
C 3.0661 1.0602 2.1597
C 4.1213 1.7253 2.7339
V -0.6716 -0.5958 0.3277
H -1.4641 -2.7251 -2.0050
C -0.6596 -0.8142 -3.5120
C 5.0034 -0.4640 3.3737
```

Partial atomic charges computed with the Mulliken method, in multiples of e:
1. H 0.40
2. H 0.56
3. C 0.44
4. C -1.92
5. N 0.13
6. H 0.53
7. H 0.59
8. O -0.42
9. O -0.63
10. C -0.76
11. N 0.60
12. N -0.65
13. C -1.28
14. H 0.54
15. H 0.57
16. C 0.92
17. C -0.75
18. C -0.64
19. H 0.52
20. H 0.43
21. O -0.54
22. H 0.50
23. H 0.60
24. C -0.74
25. H -1.56
26. H 0.48
27. C 0.36
28. C -1.04
29. H 0.49
30. S 0.89
31. S -0.05
32. H 0.62
33. H 0.48
34. C 0.49
35. C -0.09
36. H 0.45
37. H 0.51
38. C -0.44
39. C 0.18
40. H 0.40
41. N 0.68
42. H 0.26
43. H 0.68
44. C -0.01
45. C -1.22
46. H 0.45
47. H 0.42
48. H 0.59
49. H 0.43
50. H 0.49
51. C -1.75
52. N 0.71
53. C 0.70
54. H 0.57
55. N 0.91
56. H 0.54
57. N -0.63
58. C -1.18
59. C 2.27
60. H 0.37
61. H 0.51
62. C 0.42
63. C 0.57
64. C -0.80
65. V -0.64
66. H -0.24
67. C -1.53
68. C -0.75



Record 2
Here is a structure of composition C4H14O5Rb at a distorted geometry from OMol25. Energies are from wB97M-V/def2-TZVPD.

Orbital gap = 9.9503 eV
Multiplicity = 1
Total energy = -15252.9260 eV
Charge = +1
Energy relative to the best compared isomer or geometry (same formula, charge and spin) = 949.7 kJ/mol

```
24
C4H14O5Rb (wB97M-V/def2-TZVPD)
H -4.2865 1.1601 0.9960
H 2.2032 -0.1127 2.1703
O -1.8502 -0.2808 -0.8801
H -4.7689 -1.1244 1.3421
H 1.9138 1.2395 -2.1766
H 1.3066 2.0781 -1.0721
H 2.5892 0.4382 -0.7632
H 3.2494 -1.4256 2.2198
C 2.9693 -0.5993 1.5665
O 1.0977 1.3846 -1.6979
O -4.5964 -0.8366 0.4426
H 3.4380 -1.3772 -0.4524
O 4.2679 0.1486 1.3499
O 1.9084 -0.2384 -0.7462
C -3.7334 0.3126 0.5910
H 4.0764 0.9687 0.8890
C 2.5825 -1.0964 0.1619
H -2.5724 1.6587 -0.8722
C -2.9110 0.6349 -0.7135
H -3.1296 0.1868 1.4897
H -2.2527 -0.9623 -1.4234
Rb -0.0529 -0.5616 -1.2495
H 1.9834 -1.9569 0.4598
H -3.4316 0.3614 -1.6313
```

Partial atomic charges computed with the Mulliken method, in multiples of e:
1. H 0.41
2. H 0.25
3. O -0.57
4. H 0.32
5. H 0.35
6. H 0.33
7. H 0.24
8. H 0.38
9. C -0.57
10. O -0.64
11. O -0.53
12. H 0.29
13. O -0.49
14. O -0.45
15. C -0.47
16. H 0.30
17. C -0.30
18. H 0.36
19. C -0.43
20. H 0.29
21. H 0.33
22. Rb 0.92
23. H 0.38
24. H 0.32



Record 3
Here is the ion C7H10N3S with charge +1 at a distorted geometry from OMol25. Energies are from wB97M-V/def2-TZVPD.

Orbital gap (spin up / spin down) = 5.6667 / 6.8291 eV
Multiplicity = 3
Total energy = -22716.8578 eV
Charge = +1
Energy relative to the best compared isomer or geometry (same formula, charge and spin) = 0.0 kJ/mol

```
21
C7H10N3S (wB97M-V/def2-TZVPD)
N -2.1920 -1.0770 0.2807
H 0.2215 1.8343 -1.4414
H 3.4022 -1.0241 -0.6615
N -2.4061 1.0382 -0.1259
C 1.4156 -0.4435 0.0713
H 0.3743 -2.3563 0.1584
H 3.3466 -1.1434 1.0383
C -3.1536 -0.1082 0.0634
C -1.1162 0.7470 -0.1113
C 1.4112 1.0491 0.0957
H 1.7951 1.2613 1.0856
H -2.3877 -2.0036 0.6387
N 2.7520 -1.1909 0.1103
H -2.7746 1.9487 -0.2193
H 2.2262 1.4595 -0.4365
C 0.1047 1.5656 -0.4018
C 0.2675 -1.2411 -0.0272
C -0.9692 -0.5878 -0.0238
S -4.7452 -0.1349 -0.0949
H -0.0464 2.5063 -0.0279
H 2.4739 -2.0993 0.0293
```

Partial atomic charges computed with the Mulliken method, in multiples of e:
1. N -0.05
2. H 0.37
3. H 0.36
4. N -0.08
5. C 0.38
6. H 0.14
7. H 0.39
8. C -0.09
9. C 0.22
10. C -0.94
11. H 0.42
12. H 0.22
13. N -0.24
14. H 0.19
15. H 0.49
16. C -0.96
17. C -0.99
18. C 0.63
19. S -0.28
20. H 0.50
21. H 0.31



Record 4
Here is the molecule C3H4OS2 at a distorted geometry from OMol25. Energies are from wB97M-V/def2-TZVPD.

Orbital gap = 8.8035 eV
Multiplicity = 1
Total energy = -26891.4367 eV
Charge = 0
Energy relative to the best compared isomer or geometry (same formula, charge and spin) = 236.6 kJ/mol

```
10
C3H4OS2 (wB97M-V/def2-TZVPD)
C -1.4441 -0.1093 -0.4209
O 1.6250 -1.4212 1.8584
S 2.6274 0.9999 0.3092
S 2.0076 -1.0554 0.5489
H -1.3790 -1.2327 -0.4432
C -0.1435 0.7232 -0.3538
H -2.0178 -0.0951 0.4808
C 1.0905 0.3031 -0.1359
H -2.0974 0.0913 -1.2172
H -0.2687 1.7962 -0.6263
```

Partial atomic charges computed with the Mulliken method, in multiples of e:
1. C -1.13
2. O -0.44
3. S -0.18
4. S 0.34
5. H 0.31
6. C 0.13
7. H 0.31
8. C 0.02
9. H 0.36
10. H 0.27



Record 5
Here is the molecule CH5N3O at a distorted geometry from OMol25. Energies are from wB97M-V/def2-TZVPD.

Orbital gap = 9.3910 eV
Multiplicity = 1
SMILES = [H]/N=N\N(C)O
Total energy = -7631.1084 eV
Charge = 0
Energy relative to the best compared isomer or geometry (same formula, charge and spin) = 437.0 kJ/mol

```
10
CH5N3O (wB97M-V/def2-TZVPD)
O 0.9487 1.1440 0.2763
C 0.5990 -1.1378 0.3529
H 1.6184 -1.2767 -0.0195
N -1.5202 0.2751 0.0235
H 0.6178 -1.1348 1.4468
H 0.3304 1.8702 0.4653
H -0.0371 -1.9446 -0.0166
N 0.0722 0.1221 -0.1346
N -1.7791 0.9512 -0.9409
H -0.8502 1.1313 -1.4533
```

Partial atomic charges computed with the Mulliken method, in multiples of e:
1. O -0.36
2. C -0.68
3. H 0.24
4. N 0.01
5. H 0.28
6. H 0.35
7. H 0.29
8. N -0.20
9. N -0.32
10. H 0.38



Record 6
Here is a structure of composition C6H13N2Ni at a distorted geometry from OMol25. Energies are from wB97M-V/def2-TZVPD.

Orbital gap (spin up / spin down) = 3.6022 / 6.0968 eV
Multiplicity = 3
Total energy = -50452.5653 eV
Charge = -1
Energy relative to the best compared isomer or geometry (same formula, charge and spin) = 120.4 kJ/mol

```
22
C6H13N2Ni (wB97M-V/def2-TZVPD)
H 1.9757 0.4816 2.3509
C -2.1827 -0.9690 -1.0528
C -0.1286 -1.8830 -1.9077
H -2.1026 -2.4944 -2.5882
N -0.0858 0.3299 2.4362
H 2.0296 2.8737 -0.1737
H 1.7852 1.5189 -1.3350
H -1.0090 0.7232 2.2551
H 1.6591 -1.0094 -1.0179
C 0.5685 -1.0553 -1.0287
C -1.4267 -0.1344 -0.2230
H 0.1271 0.5121 3.4187
C 1.3387 2.0718 -0.4938
C -1.5291 -1.8558 -1.9152
Ni 1.1858 0.9594 1.0262
H 0.4368 -2.5278 -2.5773
N -0.0751 -0.2306 -0.1625
H -3.2718 -0.8856 -1.0086
H 2.3997 1.1467 2.0811
H 0.3690 2.4961 -0.8108
H -0.1480 -0.6840 2.3193
H -1.9158 0.6160 0.4076
```

Partial atomic charges computed with the Mulliken method, in multiples of e:
1. H -0.10
2. C -0.61
3. C -0.64
4. H 0.32
5. N -0.68
6. H 0.22
7. H 0.22
8. H 0.19
9. H 0.33
10. C -0.41
11. C -0.32
12. H 0.31
13. C -0.94
14. C -0.39
15. Ni -0.18
16. H 0.35
17. N 0.12
18. H 0.33
19. H 0.11
20. H 0.17
21. H 0.28
22. H 0.32